{"formula": "C11H15N4", "method": "ωB97M-V with the def2-TZVPD basis set", "species": ["N", "N", "N", "N", "C", "C", "C", "C", "C", "C", "C", "C", "C", "C", "C", "H", "H", "H", "H", "H", "H", "H", "H", "H", "H", "H", "H", "H", "H", "H"], "coordinates": [[0.2037, -0.4232, 1.4900], [1.5141, 1.4449, -0.4940], [-2.3068, -0.8968, -1.0784], [-3.0994, 1.0525, -0.4785], [0.1076, -2.3662, 0.0126], [3.0232, -0.1674, -0.6289], [-3.3269, 0.0162, -1.2200], [-0.3414, 0.7905, 2.0661], [2.1108, -0.3711, -1.6734], [1.1889, 0.6397, -1.5294], [-1.8942, 0.8486, 0.1488], [-0.2967, -1.0326, 0.4324], [2.6219, 0.9382, 0.0899], [-1.3718, -0.3776, -0.2109], [-1.3393, 1.7541, 1.2202], [-0.2871, -2.7354, -0.8953], [0.8801, -0.8513, 2.1257], [3.2736, 1.4177, 0.9079], [0.5982, 1.3577, 2.1267], [1.2838, -2.3810, 0.1484], [2.0110, -1.0243, -2.4604], [-0.1814, -3.1921, 0.8181], [-0.7493, 2.5396, 0.7409], [1.3837, 2.4408, -0.3757], [3.7732, -0.9069, -0.3836], [-0.7560, 0.5504, 3.0118], [0.4494, 0.8665, -2.2883], [-3.9979, -0.2611, -1.9668], [-2.3427, -1.7619, -1.6203], [-2.1323, 2.0912, 1.9644]], "atomic_forces_ev_per_a": [[-0.9, -1.3, -0.9], [0.3, 1.1, 0.8], [-0.7, -0.6, -1.1], [0.2, 1.4, 0.5], [3.0, -2.3, 3.7], [0.3, -1.2, 0.7], [3.2, -1.6, 0.8], [1.0, 2.6, -1.4], [-1.2, 2.4, 1.7], [-0.4, -0.1, -2.3], [-1.6, 0.4, 0.3], [-0.5, 0.5, 0.8], [3.2, -0.4, 1.4], [-0.9, 0.5, 0.2], [0.4, -2.4, 0.8], [0.1, 0.1, -1.1], [-0.1, -0.2, -0.8], [-1.7, -0.5, -1.4], [-0.5, 0.3, 0.9], [-2.3, -0.2, -1.0], [0.3, -1.7, -1.3], [0.2, 1.9, -1.4], [-0.4, 0.2, 0.5], [-0.7, -0.2, -0.4], [0.4, 0.5, 0.2], [-0.3, -0.1, 0.9], [-0.2, 0.3, 0.5], [-1.8, 0.4, -0.7], [0.5, 0.4, 0.5], [1.0, -0.1, -1.4]], "lowdin_charge": [0.102, 0.019, 0.125, 0.143, 0.009, -0.104, -0.106, -0.099, -0.089, -0.157, -0.207, -0.223, -0.156, -0.182, -0.029, 0.068, 0.185, 0.152, 0.115, 0.140, 0.086, 0.155, 0.101, 0.163, 0.103, 0.117, 0.129, 0.122, 0.170, 0.149], "homo_ev": -11.656, "e_tot_ha": -646.90362, "orbital_gap_ev": 7.45, "total_charge": 1}

{"formula": "C11H15N6PdS2", "method": "ωB97M-V with the def2-TZVPD basis set", "species": ["Pd", "S", "S", "N", "N", "N", "N", "N", "N", "C", "C", "C", "C", "C", "C", "C", "C", "C", "C", "C", "H", "H", "H", "H", "H", "H", "H", "H", "H", "H", "H", "H", "H", "H", "H"], "coordinates": [[-0.5004, -0.7151, -0.4149], [-2.8905, -0.1670, -0.8493], [-0.2672, -3.0734, -0.6369], [-1.5174, 2.1339, -1.1431], [-0.3231, -2.1834, 1.9510], [1.7533, -0.1308, -0.6176], [-2.2784, -2.8314, 1.1549], [-0.4102, 1.4465, -0.9022], [-3.7913, 2.3015, -1.0639], [-2.5567, -2.4996, 2.5428], [1.9245, 1.1559, -0.9801], [-1.1428, -2.4455, 3.1344], [3.1992, 1.7242, -1.0287], [0.7264, 1.9018, -1.3439], [4.2998, 0.9523, -0.7051], [2.8121, -0.8703, -0.3166], [4.1080, -0.3752, -0.3484], [0.8071, 3.1482, -2.1605], [-1.0012, -2.5944, 0.8261], [-2.6759, 1.5633, -1.0092], [4.9412, -1.0189, -0.1137], [3.3167, 2.7571, -1.3163], [0.9824, 4.0079, -1.5132], [5.2938, 1.3714, -0.7556], [-0.8697, -3.4052, 3.5847], [-3.7240, 3.2992, -1.1905], [-3.1793, -3.2702, 3.0013], [-4.6879, 1.8513, -1.1327], [0.6689, -2.3658, 2.0197], [-3.0717, -1.5369, 2.6148], [-1.0216, -1.6574, 3.8745], [1.6044, 3.0900, -2.8948], [2.6178, -1.9062, -0.0652], [-3.0064, -2.9566, 0.4687], [-0.1413, 3.3003, -2.6705]], "atomic_forces_ev_per_a": [[-0.3, 1.7, -0.8], [0.9, 0.0, 0.1], [0.0, -0.1, 0.1], [0.2, 1.5, -0.4], [-0.2, -0.1, 0.0], [-0.3, 0.1, 0.1], [-0.1, 0.1, 0.1], [0.4, -1.3, 0.3], [-0.2, 0.3, 0.0], [-0.3, 0.2, 0.2], [0.7, -0.6, 0.1], [-0.2, 0.0, 0.2], [-0.4, 0.0, -0.1], [-1.0, 0.7, 0.0], [0.0, -0.3, 0.0], [0.1, 0.0, 0.0], [0.0, 0.2, -0.1], [-0.1, -0.1, 0.0], [0.4, -1.3, 0.3], [-0.2, -1.3, 0.2], [0.0, 0.0, 0.0], [0.0, 0.1, 0.0], [0.0, 0.1, 0.0], [0.0, 0.0, 0.0], [0.0, 0.1, -0.1], [0.0, -0.1, 0.0], [0.1, 0.1, 0.0], [0.1, 0.1, 0.0], [-0.2, 0.0, -0.3], [0.1, 0.0, 0.1], [-0.1, 0.0, 0.0], [0.1, 0.0, 0.0], [-0.1, 0.0, 0.0], [0.2, -0.1, 0.0], [0.1, 0.1, 0.0]], "lowdin_spin": [0.920, 0.517, 0.085, 0.157, 0.015, 0.080, -0.001, 0.045, -0.032, 0.000, 0.007, 0.002, 0.020, 0.101, -0.004, 0.000, 0.023, 0.013, 0.005, 0.034, 0.001, 0.002, 0.005, -0.001, 0.001, 0.000, 0.000, 0.001, 0.000, 0.001, 0.000, 0.002, 0.000, 0.000, 0.001], "homo_ev": [-10.762, -11.484], "s_squared": 2.035, "e_tot_ha": -1680.73630, "spin_multiplicity": 3, "orbital_gap_ev": [7.30, 5.44], "total_charge": 1}

{"formula": "C11H15N7O5", "method": "ωB97M-V with the def2-TZVPD basis set", "species": ["O", "O", "O", "O", "O", "N", "N", "N", "N", "N", "N", "N", "C", "C", "C", "C", "C", "C", "C", "C", "C", "C", "C", "H", "H", "H", "H", "H", "H", "H", "H", "H", "H", "H", "H", "H", "H", "H"], "coordinates": [[1.0364, -0.5371, 2.5704], [4.9913, 2.8602, -0.9607], [3.5656, 3.6993, -2.4063], [-2.2590, -0.7491, 1.8417], [3.2335, -0.3615, 2.5530], [0.4043, 1.9695, -0.3359], [-0.4865, 2.4607, -2.2322], [2.1092, -0.0080, 2.1593], [-0.4616, -0.8991, 0.0399], [-0.7841, 2.0580, -1.0156], [3.8320, 2.9877, -1.4231], [0.8429, 2.6400, -2.3907], [1.4162, 2.3735, -1.2064], [0.4208, -1.6194, -0.8198], [-1.8304, -1.5395, -1.7687], [-0.3551, -1.7214, -2.1435], [-2.7963, -1.2013, 0.6154], [2.7736, 2.2685, -0.7315], [3.0215, 1.5402, 0.4225], [-1.7967, -0.7620, -0.4489], [0.6263, 1.3083, 0.8310], [1.9416, 1.0368, 1.1805], [-2.7882, -1.3587, 3.0098], [-2.3981, -0.9919, -2.5266], [-0.2687, -0.8732, 1.0404], [-3.7614, -0.6988, 0.4083], [-0.0394, -0.8889, -2.7886], [4.0384, 1.3304, 0.7305], [1.3780, -1.0827, -0.9300], [-1.9493, 0.3172, -0.6461], [0.6706, -2.6075, -0.3860], [-0.1491, -2.6635, -2.6572], [-0.2241, 1.0410, 1.4485], [-2.9123, -2.3040, 0.5694], [-2.3203, -2.5040, -1.5855], [-2.1544, -0.9932, 3.8225], [-2.7293, -2.4609, 2.9708], [-3.8378, -1.0658, 3.1896]], "atomic_forces_ev_per_a": [[2.3, 1.0, -0.6], [-2.2, 0.1, -0.7], [0.0, -1.5, 2.0], [-0.4, -0.3, 0.4], [-2.0, 1.0, -1.2], [0.7, 0.5, -1.1], [0.6, -0.7, 2.2], [-0.2, -1.6, 2.2], [1.1, 0.4, 0.8], [0.6, 0.7, -1.0], [2.4, 0.9, -1.0], [0.3, 0.2, 1.0], [-0.9, -0.4, -0.6], [0.3, -0.7, 0.1], [-0.2, -0.2, 0.3], [0.4, 0.3, -0.2], [-0.1, 0.1, -0.5], [-0.7, -0.2, 0.7], [0.1, 0.5, -1.0], [-0.4, 1.0, 0.0], [-0.2, -0.2, 0.0], [-0.8, 0.0, -1.0], [0.0, 0.1, 0.0], [0.1, -0.2, 0.0], [-0.5, -0.7, -0.6], [0.1, -0.4, 0.2], [-0.1, -0.3, 0.0], [0.0, 0.2, 0.0], [0.0, -0.1, -0.2], [-0.4, -0.6, 0.0], [0.0, 0.2, -0.3], [-0.1, 0.2, 0.0], [0.1, 0.2, -0.2], [0.0, 0.4, 0.4], [0.1, 0.1, -0.2], [-0.3, -0.2, 0.0], [0.0, 0.3, -0.1], [0.3, -0.1, -0.1]], "lowdin_charge": [0.034, 0.055, 0.091, -0.218, 0.097, -0.005, 0.016, -0.291, -0.044, 0.066, -0.312, 0.086, -0.185, -0.199, -0.117, -0.148, -0.173, -0.056, 0.112, -0.343, 0.069, -0.117, -0.089, 0.117, 0.077, 0.137, 0.107, 0.139, 0.106, 0.104, 0.119, 0.108, 0.142, 0.130, 0.111, 0.089, 0.093, 0.091], "homo_ev": -8.520, "smiles": "O=[N+]([O-])c1cc([N+](=O)[O-])c2nnnn2c1.COC[C@@H]1CCCN1", "e_tot_ha": -1187.35154, "orbital_gap_ev": 6.60, "total_charge": 0}

{"formula": "C11H15NO", "method": "ωB97M-V with the def2-TZVPD basis set", "species": ["O", "N", "C", "C", "C", "C", "C", "C", "C", "C", "C", "C", "C", "H", "H", "H", "H", "H", "H", "H", "H", "H", "H", "H", "H", "H", "H", "H"], "coordinates": [[-0.4907, -2.6040, 0.8491], [0.2576, 0.1665, -1.1734], [-1.5155, 3.0658, 1.0072], [2.6758, 1.1113, 1.3953], [-0.2075, -3.5390, -0.0738], [-0.6365, 0.7740, -0.3193], [-0.6307, -2.8851, -1.5277], [1.5731, 0.1556, -0.6547], [-1.9740, 1.2372, -0.5862], [-2.3473, 2.4425, 0.0077], [0.1502, 1.3351, 0.7274], [-0.3189, 2.4721, 1.4298], [1.5121, 0.7789, 0.5841], [0.9088, -3.7526, -0.1271], [-0.0030, -2.0711, -1.6875], [0.3445, 3.0045, 2.0870], [-3.2784, 2.9232, -0.3873], [-0.4494, -3.6699, -2.2411], [-1.6973, -2.6759, -1.6358], [2.7980, 0.3406, 2.2165], [-0.0655, -0.3719, -1.9259], [2.4384, -0.0757, -1.3191], [-0.6485, -4.5254, 0.0664], [3.7141, 1.0672, 1.0160], [2.5837, 2.0848, 1.7128], [-1.7309, 4.1281, 1.2690], [-0.4278, -1.6391, 0.6268], [-2.5347, 0.7221, -1.3362]], "atomic_forces_ev_per_a": [[-0.9, 1.8, 3.1], [0.4, -0.1, 0.8], [0.1, 0.2, -0.7], [1.8, -2.7, 1.1], [1.4, 1.1, -4.4], [0.4, 1.7, 0.3], [-0.4, -3.6, 1.8], [-1.4, 0.7, 0.5], [1.8, 0.5, 0.7], [-0.1, -0.4, 0.0], [0.3, -0.8, -0.1], [-0.9, 0.1, -1.1], [-0.4, 0.1, -2.6], [-0.9, 0.3, -0.1], [0.8, 1.0, -0.4], [0.0, 0.0, 0.4], [0.9, -0.4, 0.8], [0.4, -0.1, -0.7], [0.1, 0.3, 0.5], [-0.5, 1.3, -0.2], [-0.1, -0.5, -1.1], [-1.0, -0.1, 1.0], [-0.6, 0.4, 0.5], [-0.8, -0.1, -1.0], [-0.2, 2.1, 1.5], [0.0, -1.2, 0.2], [0.2, -1.7, -0.3], [-0.5, 0.1, -0.4]], "lowdin_charge": [-0.083, 0.036, -0.094, -0.068, -0.312, -0.215, -0.052, -0.023, -0.019, -0.093, -0.124, -0.027, -0.235, 0.114, -0.004, 0.098, 0.110, 0.054, 0.075, 0.107, 0.098, 0.137, 0.101, 0.088, 0.039, 0.105, 0.093, 0.092], "homo_ev": -8.047, "smiles": "Cc1c[nH]c2ccccc12.CCO", "e_tot_ha": -558.07242, "orbital_gap_ev": 8.94, "total_charge": 0}

{"formula": "C11H15NO", "method": "ωB97M-V with the def2-TZVPD basis set", "species": ["O", "N", "C", "C", "C", "C", "C", "C", "C", "C", "C", "C", "C", "H", "H", "H", "H", "H", "H", "H", "H", "H", "H", "H", "H", "H", "H", "H"], "coordinates": [[-0.5498, -0.8239, 3.8295], [-1.8562, -0.5087, -0.5307], [-1.1245, 0.6405, -0.7958], [-1.1724, -1.5836, -1.1892], [0.1028, 0.2870, -1.5243], [0.0259, -1.1414, -1.7671], [-0.1979, 2.8836, -0.2730], [0.9589, 1.3907, -1.7578], [-1.2007, 1.9711, -0.1205], [0.9000, 2.6153, -1.1095], [0.8932, -2.1751, -2.4374], [-0.1137, -0.7352, 2.4501], [1.1943, -0.1031, 2.5261], [1.4802, 0.6739, 1.8054], [-1.3069, -1.3893, 3.9485], [-2.9208, -0.4213, -0.5942], [0.6258, -3.0457, -1.9267], [1.5889, 3.4531, -1.4146], [2.0275, -0.8707, 2.5560], [0.7544, -2.5117, -3.5442], [1.7833, 1.1734, -2.3391], [-0.1691, 3.8413, 0.1449], [-0.8880, -0.1701, 1.9769], [1.9297, -1.8950, -2.2123], [-2.1201, 2.2367, 0.4609], [-1.6720, -2.5456, -1.3553], [1.1627, 0.5395, 3.3681], [-0.1355, -1.7857, 1.8252]], "atomic_forces_ev_per_a": [[0.7, -0.4, 0.0], [-1.4, -0.3, -1.5], [2.4, 1.8, 1.1], [0.2, 1.8, -0.6], [-2.7, 1.4, 1.5], [-2.4, -0.5, 0.1], [0.7, -0.9, -1.1], [0.0, -0.5, 1.1], [-1.6, -2.2, -0.5], [-0.2, -0.1, -1.3], [0.5, 0.9, -1.5], [-2.1, -2.8, -0.8], [2.7, 0.1, -1.0], [-0.5, -0.7, -0.8], [-0.4, -0.3, -0.3], [2.2, -0.5, 0.4], [0.2, -1.6, 0.9], [-0.6, -1.2, 0.6], [-0.9, 1.1, 0.3], [0.2, 1.5, 1.6], [1.8, -0.1, -1.4], [-0.6, 1.2, 0.9], [-0.1, 0.7, -0.7], [0.0, -0.5, -0.4], [1.0, -0.4, -0.5], [0.4, 0.5, 0.4], [0.3, 0.1, 1.5], [0.3, 2.2, 1.8]], "lowdin_charge": [-0.094, 0.030, -0.189, -0.060, -0.110, -0.219, -0.132, -0.048, -0.025, -0.097, -0.062, -0.334, -0.105, 0.074, 0.066, 0.181, 0.035, 0.119, 0.102, 0.112, 0.076, 0.080, 0.069, 0.078, 0.113, 0.122, 0.063, 0.154], "homo_ev": -8.114, "smiles": "Cc1c[nH]c2ccccc12.CCO", "e_tot_ha": -558.06801, "orbital_gap_ev": 8.91, "total_charge": 0}

{"formula": "C11H15NO2S", "method": "ωB97M-V with the def2-TZVPD basis set", "species": ["S", "O", "O", "N", "C", "C", "C", "C", "C", "C", "C", "C", "C", "C", "C", "H", "H", "H", "H", "H", "H", "H", "H", "H", "H", "H", "H", "H", "H", "H"], "coordinates": [[-1.2862, -2.0322, -3.1291], [-3.2109, -2.9100, -1.5343], [-0.1630, -2.7818, -3.7256], [-2.0673, -3.0406, -1.9375], [0.9431, -0.4120, -0.0601], [-1.4420, -4.8440, -2.0448], [-0.0182, 3.0556, 1.5360], [-0.9302, 1.1461, -0.5103], [0.5825, 0.8138, 2.6663], [0.2508, 0.8019, 0.2436], [0.7331, 1.6893, 1.3716], [-0.6185, -0.9125, -1.7624], [2.2345, 1.9907, 1.1859], [0.5076, -1.3113, -1.0845], [-1.2938, 0.2497, -1.5087], [2.3501, 2.4338, 2.1889], [-0.4555, 1.0723, 3.0949], [-1.0942, 2.8936, 1.5268], [-1.4781, 2.0461, -0.5777], [1.2214, 1.0995, 3.5008], [1.2375, -1.9981, -1.3888], [2.9443, 1.2804, 0.9679], [0.7556, -0.1997, 2.4243], [1.9629, -0.5744, 0.3215], [-2.0985, -5.4317, -1.4322], [-2.0939, 0.5737, -2.1839], [-0.3629, -4.8345, -2.0125], [2.3864, 2.7972, 0.5247], [0.1088, 3.4396, 2.4975], [0.3948, 3.8993, 0.8415]], "atomic_forces_ev_per_a": [[0.8, 1.8, -0.1], [-0.3, 0.9, -0.2], [-0.5, 0.2, 0.8], [1.5, -6.1, 0.5], [-0.5, 0.4, -1.2], [-0.8, 4.3, 0.0], [0.8, -0.2, -2.1], [2.3, -2.5, -0.3], [-2.0, 2.5, 0.7], [-1.6, 0.1, -0.8], [0.7, -0.6, 0.0], [-0.4, -1.9, -1.5], [-2.1, 2.4, 2.5], [0.4, 3.3, 1.9], [-0.8, 0.8, -0.5], [1.3, -0.1, -0.3], [1.2, -1.2, -0.8], [-0.1, 0.2, -0.7], [-0.1, 1.1, 0.9], [0.5, 0.2, -0.3], [0.3, -1.5, -0.6], [1.2, -2.1, -0.2], [-0.2, -1.1, 0.1], [-0.8, 0.0, 0.3], [-0.2, 0.0, 0.2], [0.1, -0.4, 0.2], [0.0, -0.2, -0.1], [0.0, 0.9, -1.1], [0.8, 0.5, 1.8], [-1.2, -1.7, 0.8]], "lowdin_charge": [0.986, -0.084, -0.493, -0.435, -0.008, 0.204, -0.049, 0.007, -0.032, -0.147, -0.528, -0.352, -0.042, -0.050, -0.105, 0.091, 0.113, 0.073, 0.095, 0.075, 0.096, 0.049, 0.054, 0.117, 0.011, 0.115, 0.000, 0.065, 0.048, 0.125], "homo_ev": [-9.081, -8.312], "e_tot_ha": -1031.28669, "orbital_gap_ev": [8.99, 7.81], "total_charge": 0}

- What is the formula in the first record?
  C11H15N4

Repeat the fifth record exactly.
{"formula": "C11H15NO", "method": "ωB97M-V with the def2-TZVPD basis set", "species": ["O", "N", "C", "C", "C", "C", "C", "C", "C", "C", "C", "C", "C", "H", "H", "H", "H", "H", "H", "H", "H", "H", "H", "H", "H", "H", "H", "H"], "coordinates": [[-0.5498, -0.8239, 3.8295], [-1.8562, -0.5087, -0.5307], [-1.1245, 0.6405, -0.7958], [-1.1724, -1.5836, -1.1892], [0.1028, 0.2870, -1.5243], [0.0259, -1.1414, -1.7671], [-0.1979, 2.8836, -0.2730], [0.9589, 1.3907, -1.7578], [-1.2007, 1.9711, -0.1205], [0.9000, 2.6153, -1.1095], [0.8932, -2.1751, -2.4374], [-0.1137, -0.7352, 2.4501], [1.1943, -0.1031, 2.5261], [1.4802, 0.6739, 1.8054], [-1.3069, -1.3893, 3.9485], [-2.9208, -0.4213, -0.5942], [0.6258, -3.0457, -1.9267], [1.5889, 3.4531, -1.4146], [2.0275, -0.8707, 2.5560], [0.7544, -2.5117, -3.5442], [1.7833, 1.1734, -2.3391], [-0.1691, 3.8413, 0.1449], [-0.8880, -0.1701, 1.9769], [1.9297, -1.8950, -2.2123], [-2.1201, 2.2367, 0.4609], [-1.6720, -2.5456, -1.3553], [1.1627, 0.5395, 3.3681], [-0.1355, -1.7857, 1.8252]], "atomic_forces_ev_per_a": [[0.7, -0.4, 0.0], [-1.4, -0.3, -1.5], [2.4, 1.8, 1.1], [0.2, 1.8, -0.6], [-2.7, 1.4, 1.5], [-2.4, -0.5, 0.1], [0.7, -0.9, -1.1], [0.0, -0.5, 1.1], [-1.6, -2.2, -0.5], [-0.2, -0.1, -1.3], [0.5, 0.9, -1.5], [-2.1, -2.8, -0.8], [2.7, 0.1, -1.0], [-0.5, -0.7, -0.8], [-0.4, -0.3, -0.3], [2.2, -0.5, 0.4], [0.2, -1.6, 0.9], [-0.6, -1.2, 0.6], [-0.9, 1.1, 0.3], [0.2, 1.5, 1.6], [1.8, -0.1, -1.4], [-0.6, 1.2, 0.9], [-0.1, 0.7, -0.7], [0.0, -0.5, -0.4], [1.0, -0.4, -0.5], [0.4, 0.5, 0.4], [0.3, 0.1, 1.5], [0.3, 2.2, 1.8]], "lowdin_charge": [-0.094, 0.030, -0.189, -0.060, -0.110, -0.219, -0.132, -0.048, -0.025, -0.097, -0.062, -0.334, -0.105, 0.074, 0.066, 0.181, 0.035, 0.119, 0.102, 0.112, 0.076, 0.080, 0.069, 0.078, 0.113, 0.122, 0.063, 0.154], "homo_ev": -8.114, "smiles": "Cc1c[nH]c2ccccc12.CCO", "e_tot_ha": -558.06801, "orbital_gap_ev": 8.91, "total_charge": 0}